C33H60Br2F4N3O11S | wB97M-V/def2-TZVPD

The charge is +1. The calculation puts the HOMO-LUMO gap at 6.822 eV. Its energy relative to the best compared isomer or geometry (same formula, charge and spin) is 986.0 kJ/mol. The largest force on an atom is 10.6 eV/Å. The calculation puts the LUMO energy at -4.4099 eV.

Each line ends with the Mulliken charge.
Cartesian coordinates (Å):
C (-1.976, -5.717, -0.156)  -0.875
C (-1.325, -5.508, 1.347)  -0.380
C (0.300, -5.830, 1.319)  -0.656
C (1.218, -4.455, 1.577)  -0.564
C (1.895, -3.929, 0.140)  -0.461
C (1.978, -2.307, 0.205)  -1.831
N (0.691, -1.486, 0.381)  0.787
C (-0.505, -1.879, -0.437)  -0.101
O (-1.393, -0.721, -0.613)  -0.078
C (-2.494, -0.980, -1.549)  -0.167
C (-3.652, -2.017, -0.978)  -0.257
O (-5.011, -1.670, -1.434)  -0.415
C (-5.659, -0.687, -0.543)  0.461
C (-7.316, -0.776, -0.747)  -0.496
O (-7.799, -1.892, 0.081)  -0.363
C (-8.484, -1.407, 1.291)  -0.267
C (-7.461, -1.181, 2.571)  -0.619
C (1.212, -0.080, 0.329)  -0.463
N (0.690, 0.999, 1.001)  0.297
C (-0.471, 1.018, 1.958)  -0.219
O (-1.204, 2.316, 2.005)  -0.396
C (-2.426, 2.212, 2.819)  -0.455
C (-3.813, 2.614, 1.997)  -0.513
C (-3.722, 2.183, 0.407)  -0.078
N (2.433, -0.168, -0.613)  1.085
C (2.211, 0.713, -1.777)  -0.026
Br (1.077, 0.322, -3.425)  -0.037
C (2.793, 2.116, -1.816)  -0.122
C (3.689, 2.789, -0.620)  -0.861
Br (2.444, 3.356, -3.401)  -0.124
C (3.138, -1.501, -0.709)  0.829
C (4.439, -1.756, 0.247)  -0.755
C (5.921, -1.529, -0.325)  -0.606
O (6.365, -2.367, -1.447)  -0.535
C (6.362, 0.005, -0.714)  0.603
F (7.778, -0.075, -1.239)  -0.294
F (6.430, 0.808, 0.522)  -0.219
F (5.577, 0.574, -1.825)  -0.205
S (3.199, -2.457, -2.313)  1.383
O (1.826, -2.861, -2.908)  -0.531
O (3.910, -1.614, -3.446)  -0.568
F (4.032, -3.995, -2.185)  -0.316
H (-3.006, -5.147, -0.308)  0.126
H (-2.186, -6.882, -0.279)  0.364
H (-1.273, -5.386, -1.036)  0.220
H (-1.512, -4.446, 1.807)  0.246
H (-1.824, -6.343, 2.034)  0.365
H (0.616, -6.321, 0.287)  0.367
H (0.533, -6.583, 2.194)  0.323
H (2.087, -4.751, 2.335)  0.360
H (0.556, -3.611, 2.094)  0.256
H (2.983, -4.402, 0.140)  0.334
H (1.194, -4.343, -0.700)  0.379
H (2.443, -2.136, 1.294)  0.407
H (-1.033, -2.774, 0.150)  -0.254
H (-0.282, -2.300, -1.506)  0.321
H (-3.053, 0.065, -1.691)  0.095
H (-2.119, -1.272, -2.636)  0.276
H (-3.392, -3.100, -1.399)  0.145
H (-3.571, -2.057, 0.202)  0.171
H (-5.365, 0.386, -0.951)  -0.283
H (-5.358, -0.825, 0.594)  0.111
H (-7.734, 0.284, -0.426)  0.282
H (-7.499, -0.908, -1.904)  0.276
H (-9.087, -0.408, 1.139)  0.257
H (-9.263, -2.235, 1.636)  0.275
H (-6.842, -0.190, 2.509)  0.015
H (-8.140, -1.101, 3.545)  0.341
H (-6.745, -2.108, 2.748)  0.210
H (1.181, 1.922, 0.826)  0.205
H (-1.269, 0.176, 1.824)  0.183
H (-0.020, 0.887, 3.056)  0.260
H (-2.379, 2.914, 3.764)  0.308
H (-2.629, 1.117, 3.241)  0.274
H (-4.753, 2.020, 2.433)  0.131
H (-4.088, 3.748, 2.075)  0.328
H (-4.773, 2.385, -0.093)  0.281
H (-3.549, 1.014, 0.391)  -0.257
H (-2.850, 2.754, -0.156)  0.230
H (4.483, 3.554, -1.058)  0.400
H (4.223, 1.930, -0.035)  0.076
H (2.981, 3.384, 0.125)  0.326
H (4.306, -1.033, 1.190)  0.351
H (4.412, -2.848, 0.728)  0.455
H (6.664, -1.823, 0.569)  0.507
H (6.844, -3.202, -1.114)  0.372
O (6.948, 4.567, 4.789)  -0.583
C (7.698, 3.858, 4.118)  0.465
O (9.040, 3.968, 4.250)  -0.346
C (9.991, 3.055, 3.673)  -0.380
C (10.329, 3.454, 2.250)  -0.889
C (7.146, 2.931, 3.077)  -0.698
H (9.643, 2.021, 3.749)  0.351
H (10.895, 3.121, 4.288)  0.308
H (9.450, 3.412, 1.601)  0.227
H (11.096, 2.793, 1.836)  0.349
H (10.697, 4.485, 2.219)  0.300
H (7.004, 3.481, 2.144)  0.263
H (6.177, 2.557, 3.425)  0.375
H (7.764, 2.053, 2.900)  0.273
O (-3.591, 4.057, -1.815)  -0.591
C (-4.173, 4.094, -2.899)  0.831
O (-5.485, 3.778, -2.980)  -0.382
C (-6.301, 3.985, -4.148)  -0.407
C (-6.195, 2.808, -5.097)  -0.920
C (-3.420, 4.393, -4.161)  -1.067
H (-6.065, 4.938, -4.631)  0.378
H (-7.334, 4.067, -3.793)  0.325
H (-5.174, 2.682, -5.469)  0.263
H (-6.861, 2.942, -5.954)  0.376
H (-6.462, 1.878, -4.585)  0.232
H (-2.982, 3.469, -4.546)  0.255
H (-2.619, 5.101, -3.926)  0.328
H (-4.026, 4.866, -4.931)  0.353



C24H20N4OV | wB97M-V/def2-TZVPD

The charge is +1. The calculation puts the HOMO-LUMO gap (alpha / beta) at 7.235 / 7.900 eV. The largest force on an atom is 0.8 eV/Å. The calculation puts the LUMO energy (alpha / beta) at -3.7858 / -3.1570 eV. Its multiplicity is 3.

Each line ends with the Löwdin spin population.
Cartesian coordinates (Å):
V (-0.011, 1.112, -0.288)  2.046
O (-3.733, 0.037, 0.071)  0.010
C (-2.569, 0.258, 0.350)  0.008
N (-1.454, -0.265, -0.214)  -0.012
C (-1.647, -1.159, -1.336)  0.004
C (-0.800, -0.713, -2.494)  0.007
C (-0.840, -1.350, -3.727)  -0.001
C (0.004, -0.926, -4.733)  0.006
C (0.891, 0.117, -4.484)  -0.001
C (0.882, 0.703, -3.240)  0.007
N (0.043, 0.310, -2.264)  -0.001
C (-2.251, 1.243, 1.459)  0.011
C (-3.216, 1.615, 2.375)  -0.001
C (-2.859, 2.497, 3.383)  0.008
C (-1.562, 2.993, 3.429)  -0.001
C (-0.661, 2.601, 2.457)  0.007
N (-1.002, 1.732, 1.501)  0.002
H (-2.703, -1.221, -1.612)  0.000
H (-1.326, -2.169, -1.059)  0.000
H (-1.531, -2.167, -3.884)  0.000
H (-0.019, -1.405, -5.703)  0.000
H (1.580, 0.465, -5.240)  0.000
H (1.569, 1.500, -2.991)  0.000
H (-4.212, 1.208, 2.278)  0.000
H (-3.583, 2.800, 4.127)  0.000
H (-1.252, 3.681, 4.202)  0.000
H (0.353, 2.979, 2.427)  0.000
C (5.006, -1.362, 0.627)  -0.012
C (5.245, -0.157, -0.021)  0.002
C (4.211, 0.736, -0.244)  -0.012
C (2.923, 0.427, 0.192)  0.000
C (2.683, -0.780, 0.845)  -0.007
C (3.723, -1.671, 1.056)  0.002
N (1.841, 1.287, -0.067)  -0.084
C (1.953, 2.684, -0.003)  0.002
C (2.707, 3.343, 0.979)  -0.005
C (2.594, 4.711, 1.118)  0.001
C (1.711, 5.445, 0.321)  -0.006
C (0.970, 4.805, -0.650)  0.004
C (1.111, 3.429, -0.840)  0.006
H (5.817, -2.055, 0.799)  -0.001
H (6.244, 0.085, -0.358)  0.000
H (4.396, 1.672, -0.758)  0.000
H (1.683, -1.008, 1.199)  0.002
H (3.533, -2.604, 1.567)  0.000
H (3.363, 2.768, 1.619)  0.000
H (3.187, 5.221, 1.865)  0.000
H (1.628, 6.515, 0.453)  0.000
H (0.311, 5.368, -1.297)  0.000
H (0.623, 2.970, -1.699)  0.008



C48H78O39 | wB97M-V/def2-TZVPD

The calculation puts the HOMO-LUMO gap at 10.284 eV. Its energy relative to the best compared isomer or geometry (same formula, charge and spin) is 731.2 kJ/mol. The largest force on an atom is 7.0 eV/Å. The calculation puts the LUMO energy at 0.0984 eV.

Each line ends with the Mulliken charge.
Cartesian coordinates (Å):
C (-2.866, 1.197, 4.254)  -0.158
C (-2.883, 2.249, 5.354)  0.430
C (-1.669, 2.791, 6.193)  -0.361
O (-1.849, 4.178, 6.076)  -0.289
C (-2.717, 4.390, 5.108)  0.547
O (-2.800, 5.489, 4.499)  -0.618
O (-3.524, 3.331, 4.865)  -0.273
H (-2.405, 0.247, 4.524)  0.288
H (-2.394, 1.471, 3.310)  -0.381
H (-3.928, 1.018, 4.087)  0.178
H (-3.501, 1.729, 6.086)  0.258
H (-0.669, 2.474, 5.897)  0.190
H (-1.803, 2.662, 7.267)  0.276
C (-1.118, 0.154, 1.151)  -1.661
C (-0.335, -0.767, 0.286)  1.139
C (-0.707, -0.897, -1.182)  0.297
O (0.498, -0.815, -1.941)  -0.467
C (1.338, -0.136, -1.140)  -0.394
O (2.285, 0.437, -1.517)  0.102
O (0.938, -0.184, 0.125)  -0.029
H (-1.527, 1.019, 0.630)  0.217
H (-0.736, 0.450, 2.128)  0.756
H (-1.981, -0.472, 1.378)  0.208
H (-0.088, -1.728, 0.737)  -0.151
H (-1.535, -0.208, -1.348)  -0.081
H (-1.212, -1.846, -1.365)  -0.425
C (0.174, 3.743, -4.802)  -1.634
C (0.985, 2.551, -4.257)  1.113
C (0.631, 1.234, -4.993)  0.192
O (1.823, 0.764, -5.525)  -0.391
C (2.859, 1.426, -5.110)  0.658
O (3.972, 1.123, -5.489)  -0.593
O (2.458, 2.538, -4.453)  -0.315
H (-0.905, 3.680, -4.946)  0.326
H (0.719, 3.993, -5.713)  0.430
H (0.169, 4.624, -4.161)  0.378
H (0.819, 2.545, -3.180)  -0.164
H (-0.226, 1.358, -5.654)  0.248
H (0.271, 0.568, -4.209)  -0.152
C (-2.354, 4.151, 1.318)  -0.286
C (-2.867, 5.562, 1.144)  0.475
C (-1.783, 6.641, 1.361)  -0.316
O (-1.355, 7.065, 0.103)  -0.332
C (-2.196, 6.570, -0.754)  0.617
O (-2.168, 6.776, -1.946)  -0.616
O (-3.088, 5.745, -0.196)  -0.406
H (-3.029, 3.454, 0.820)  0.237
H (-2.072, 3.913, 2.343)  -0.008
H (-1.382, 4.148, 0.826)  -0.313
H (-3.824, 5.754, 1.630)  0.401
H (-0.925, 6.173, 1.845)  0.219
H (-2.162, 7.439, 2.000)  0.300
C (4.127, -0.499, 0.860)  -1.150
C (3.815, -1.032, 2.290)  1.296
C (4.808, -2.117, 2.661)  -0.134
O (5.362, -1.601, 3.858)  -0.378
C (4.640, -0.602, 4.290)  0.543
O (4.798, -0.087, 5.415)  -0.646
O (4.027, -0.044, 3.324)  -0.178
H (3.459, 0.307, 0.558)  -0.614
H (4.125, -1.307, 0.128)  0.603
H (5.147, -0.154, 0.689)  0.555
H (2.780, -1.318, 2.481)  -0.470
H (5.558, -2.212, 1.876)  0.325
H (4.293, -3.070, 2.785)  0.213
C (1.660, 4.697, -0.069)  -1.806
C (2.175, 3.437, 0.626)  2.528
C (3.573, 3.580, 1.267)  -0.337
O (3.454, 3.077, 2.584)  -0.313
C (2.120, 3.039, 2.867)  0.476
O (1.591, 2.871, 3.948)  -0.610
O (1.335, 3.309, 1.785)  -0.215
H (1.686, 5.598, 0.544)  0.490
H (0.680, 4.686, -0.547)  0.218
H (2.251, 4.916, -0.958)  0.455
H (2.180, 2.473, 0.118)  -1.437
H (3.823, 4.620, 1.057)  0.303
H (4.172, 2.873, 0.693)  0.309
C (-7.479, 1.315, -2.654)  -1.597
C (-6.905, 1.031, -1.236)  0.327
C (-7.205, -0.347, -0.674)  -0.415
O (-5.937, -0.858, -0.336)  -0.309
C (-4.962, 0.009, -0.680)  0.292
O (-3.779, -0.179, -0.516)  -0.064
O (-5.508, 0.966, -1.351)  -0.262
H (-8.561, 1.441, -2.598)  0.420
H (-7.202, 0.541, -3.369)  0.387
H (-7.152, 2.260, -3.086)  0.355
H (-7.114, 1.850, -0.548)  0.295
H (-7.662, -0.871, -1.513)  0.355
H (-7.918, -0.302, 0.150)  0.307
C (1.215, -6.827, -0.766)  -1.292
C (-0.231, -6.436, -1.078)  0.417
C (-1.325, -7.273, -0.330)  -0.444
O (-2.034, -6.274, 0.352)  -0.352
C (-1.534, -5.034, 0.130)  0.433
O (-2.051, -3.949, 0.546)  -0.439
O (-0.430, -5.110, -0.695)  -0.187
H (1.806, -6.091, -1.312)  0.367
H (1.427, -7.868, -1.008)  0.427
H (1.376, -6.867, 0.312)  0.163
H (-0.350, -6.612, -2.147)  0.277
H (-0.824, -7.924, 0.386)  0.209
H (-1.832, -7.903, -1.060)  0.330
C (-3.264, -3.299, 4.597)  -1.421
C (-4.128, -2.677, 3.386)  0.898
C (-5.555, -3.241, 3.071)  -0.362
O (-6.225, -2.120, 2.768)  -0.412
C (-5.554, -1.011, 3.143)  0.737
O (-5.890, 0.114, 2.776)  -0.596
O (-4.424, -1.383, 3.707)  -0.144
H (-3.872, -3.206, 5.497)  0.411
H (-2.318, -2.792, 4.790)  0.181
H (-3.114, -4.368, 4.444)  0.394
H (-3.510, -2.697, 2.488)  -0.126
H (-5.974, -3.691, 3.971)  0.252
H (-5.743, -3.922, 2.242)  0.280
C (6.795, 5.197, -4.506)  -0.739
O (6.308, 4.292, -3.604)  -0.247
C (6.787, 4.084, -2.359)  0.603
O (7.847, 4.565, -1.931)  -0.604
O (5.847, 3.377, -1.605)  -0.389
C (4.684, 2.760, -2.056)  -0.120
H (5.856, 5.526, -4.951)  0.262
H (7.512, 4.709, -5.166)  0.272
H (7.119, 6.087, -3.967)  0.357
H (4.709, 2.508, -3.116)  0.609
H (3.896, 3.498, -1.900)  0.145
H (4.566, 1.798, -1.556)  -0.161
C (0.656, -2.849, 4.031)  -0.522
O (0.113, -4.121, 4.275)  -0.318
C (0.483, -5.176, 3.438)  0.926
O (0.973, -5.142, 2.280)  -0.609
O (0.300, -6.299, 4.132)  -0.362
C (0.715, -7.549, 3.553)  -0.400
H (-0.088, -2.079, 3.828)  0.183
H (1.272, -2.860, 3.132)  0.076
H (1.413, -2.545, 4.754)  0.479
H (-0.007, -7.724, 2.755)  0.045
H (0.663, -8.441, 4.177)  0.260
H (1.719, -7.340, 3.182)  0.276
C (-3.960, 1.281, -4.496)  -0.574
O (-4.103, -0.125, -4.387)  -0.341
C (-3.106, -0.817, -4.074)  0.768
O (-1.939, -0.371, -4.084)  -0.416
O (-3.496, -2.096, -3.940)  -0.345
C (-2.522, -3.182, -3.848)  -0.225
H (-4.950, 1.664, -4.250)  0.091
H (-3.720, 1.491, -5.539)  0.415
H (-3.394, 1.827, -3.742)  0.250
H (-3.109, -4.008, -3.449)  0.235
H (-1.896, -2.913, -2.997)  -0.019
H (-2.017, -3.383, -4.793)  0.317
C (7.837, -3.548, -3.476)  -0.716
O (6.839, -2.846, -2.865)  -0.318
C (5.636, -3.388, -2.859)  0.715
O (5.429, -4.564, -2.909)  -0.607
O (4.710, -2.467, -2.824)  -0.284
C (4.946, -1.059, -2.916)  -0.142
H (7.892, -4.492, -2.935)  0.291
H (8.839, -3.118, -3.490)  0.245
H (7.657, -3.664, -4.545)  0.309
H (3.999, -0.522, -2.860)  -0.279
H (5.416, -0.747, -3.848)  0.533
H (5.620, -0.835, -2.089)  0.289